Entry from OMol25: a structure of composition H4N2S2 at a distorted geometry (ωB97M-V/def2-TZVPD).

Positions of all 8 atoms, in Å:
N1 1.3296 1.1277 0.7303
N2 -1.3856 -0.0571 -0.6550
S1 -0.5026 0.7512 0.3889
S2 -1.3605 -1.6187 -0.8513
H1 1.7422 0.4035 1.2492
H2 1.8312 1.1178 -0.2214
H3 -0.2608 -0.0912 1.4766
H4 -1.3935 -1.6332 -2.1174

Output
HOMO level = -8.2 eV
electronic energy = -908.15050 a.u.
energy relative to the best compared isomer or geometry (same formula, charge and spin) = 63.1 kcal per mole
largest force on an atom = 4.04 eV/Å
Kohn-Sham gap = 8.33 eV



Entry from OMol25: an isolated molecule of H4N2S2 at a distorted geometry (ωB97M-V/def2-TZVPD).

Positions of all 8 atoms, in Å:
N1 -0.0490 -0.2580 1.1940
N2 0.3199 -0.2271 -0.1259
S1 0.2148 1.4709 -0.6884
S2 -0.1924 -1.5371 -1.1975
H1 -0.7593 0.4394 1.4664
H2 0.7126 -0.2943 1.9451
H3 -1.1244 1.7056 -0.8200
H4 0.8778 -1.2993 -1.7738

Output
HOMO level = -8.5 eV
electronic energy = -908.17584 a.u.
SMILES string = NN(S)S
energy relative to the best compared isomer or geometry (same formula, charge and spin) = 47.2 kcal per mole
largest force on an atom = 3.57 eV/Å
Kohn-Sham gap = 8.99 eV



Entry from OMol25: a cluster of 2 separate species, H4N3O in total at a distorted geometry (ωB97M-V/def2-TZVPD).

Positions of all 8 atoms, in Å:
N1 1.7127 -0.5933 -0.1057
N2 -0.7292 1.0497 0.0100
N3 -1.0347 -0.1919 0.0717
O1 -2.2167 -0.5758 0.0862
H1 1.3088 -0.7783 0.8054
H2 1.6241 0.4296 -0.0862
H3 0.8616 -0.9724 -0.4769
H4 -1.5266 1.6325 -0.3045

Output
HOMO level = -3.0 eV
charge = -1
electronic energy = -241.85349 a.u.
energy relative to the best compared isomer or geometry (same formula, charge and spin) = 9.2 kcal per mole
largest force on an atom = 1.72 eV/Å
Kohn-Sham gap = 8.51 eV



Entry from OMol25: a structure of composition H4N3P at a distorted geometry (ωB97M-V/def2-TZVPD).

Positions of all 8 atoms, in Å:
N1 -1.3756 0.9299 0.2705
N2 -0.2876 -1.5969 0.0078
N3 -0.4903 -0.1766 0.1289
P1 1.2237 0.1546 0.3170
H1 -0.7566 1.7355 0.3520
H2 -1.1730 -2.1010 0.0433
H3 1.2191 1.4508 -0.2389
H4 1.6403 -0.3963 -0.8805

Output
multiplicity = 3
HOMO level (spin up / spin down) = -7.7 / -9.5 eV
electronic energy = -507.77770 a.u.
⟨S²⟩ = 2.008
energy relative to the best compared isomer or geometry (same formula, charge and spin) = 56.0 kcal per mole
largest force on an atom = 3.72 eV/Å
Kohn-Sham gap (spin up / spin down) = 8.77 / 7.45 eV



Entry from OMol25: a cluster of 2 separate species, H4N4 in total at a distorted geometry (ωB97M-V/def2-TZVPD).

Positions of all 8 atoms, in Å:
N1 0.3199 0.1490 1.4813
N2 -0.6876 -0.9946 -0.1049
N3 0.5667 0.7651 -0.6244
N4 0.0716 -0.0579 0.2976
H1 -0.5021 -1.4081 1.7976
H2 -0.9786 -0.9797 -1.1364
H3 1.3058 1.4728 -0.4187
H4 -0.0957 1.0533 -1.2921

Output
HOMO level (spin up / spin down) = -8.8 / -8.8 eV
electronic energy = -221.16712 a.u.
energy relative to the best compared isomer or geometry (same formula, charge and spin) = 154.1 kcal per mole
largest force on an atom = 4.13 eV/Å
Kohn-Sham gap (spin up / spin down) = 8.75 / 8.75 eV



Entry from OMol25: an isolated molecule of H4N4 at a distorted geometry (ωB97M-V/def2-TZVPD).

Positions of all 8 atoms, in Å:
N1 0.2851 0.9835 -0.7886
N2 -0.8441 0.1673 1.0589
N3 0.6418 -1.0020 -0.2307
N4 0.0071 0.0027 0.1445
H1 -0.2982 1.7956 -0.6256
H2 -0.9810 -0.6833 1.5624
H3 0.5073 0.4780 -1.6059
H4 0.6819 -1.7419 0.4849

Output
HOMO level = -9.1 eV
electronic energy = -221.29553 a.u.
energy relative to the best compared isomer or geometry (same formula, charge and spin) = 73.5 kcal per mole
largest force on an atom = 3.65 eV/Å
Kohn-Sham gap = 10.23 eV



Entry from OMol25: an isolated molecule of H4N4O4S at a distorted geometry (ωB97M-V/def2-TZVPD).

Positions of all 13 atoms, in Å:
N1 -1.1011 -0.8615 0.0558
N2 0.3766 -0.5047 -0.3544
N3 1.2506 -1.4777 -0.0924
O1 0.8495 -2.5870 0.1281
O2 2.3876 -1.1154 -0.2549
S1 0.5938 1.1765 0.0846
N4 -0.9195 1.6946 0.1423
O3 1.1234 1.2690 1.4100
O4 1.2375 1.7439 -1.0309
H1 -1.5639 -0.6122 -0.8074
H2 -1.1988 -1.7888 0.5195
H3 -1.3839 1.1364 0.8687
H4 -1.6520 1.9271 -0.6690

Output
HOMO level = -10.6 eV
electronic energy = -920.35897 a.u.
SMILES string = NN([N+](=O)[O-])S(N)(=O)=O
energy relative to the best compared isomer or geometry (same formula, charge and spin) = 32.0 kcal per mole
largest force on an atom = 6.04 eV/Å
Kohn-Sham gap = 10.48 eV



Entry from OMol25: the ion H4N5 with charge +1 at a distorted geometry (ωB97M-V/def2-TZVPD).

Positions of all 9 atoms, in Å:
N1 0.3864 -2.4072 -0.8196
N2 0.2543 -1.2866 -0.5220
N3 0.1436 -0.1137 -0.0821
N4 -0.9522 0.2407 0.7541
N5 1.0703 0.8455 -0.3417
H1 -1.2588 -0.6774 1.3032
H2 -1.8743 0.6212 0.3738
H3 0.7811 1.4116 -1.1703
H4 1.4497 1.3660 0.5047

Output
HOMO level = -15.6 eV
charge = +1
electronic energy = -275.72843 a.u.
SMILES string = N#[N+]N(N)N
energy relative to the best compared isomer or geometry (same formula, charge and spin) = 99.8 kcal per mole
largest force on an atom = 6.63 eV/Å
Kohn-Sham gap = 9.40 eV



Entry from OMol25: a cluster of 2 separate species, H4NO2P2 in total at a distorted geometry (ωB97M-V/def2-TZVPD).

Positions of all 9 atoms, in Å:
N1 0.4819 1.1214 1.1751
O1 1.9119 -0.8047 -0.4277
O2 -1.0312 1.8622 -0.7173
P1 -1.4973 -1.0751 -0.0752
P2 -0.6386 0.7529 0.1353
H1 0.7779 0.3424 1.6885
H2 1.5229 -1.5302 -0.9783
H3 1.0902 -0.2518 -0.1663
H4 -2.6176 -0.4170 -0.6341

Output
HOMO level = -3.8 eV
charge = -1
electronic energy = -890.39473 a.u.
energy relative to the best compared isomer or geometry (same formula, charge and spin) = 53.5 kcal per mole
largest force on an atom = 2.79 eV/Å
Kohn-Sham gap = 8.03 eV



Entry from OMol25: a cluster of 2 separate species, H4NO2PS in total at a distorted geometry (ωB97M-V/def2-TZVPD).

Positions of all 9 atoms, in Å:
O1 0.8645 0.1908 1.4840
P1 0.5425 -1.2190 1.2865
O2 1.6069 -2.0249 0.1787
S1 -0.6067 -2.4065 2.3054
H1 1.9466 -1.3656 -0.4308
N1 0.9341 -0.8165 -1.9953
H2 1.8866 -0.9810 -2.1893
H3 0.6573 0.1354 -1.8386
H4 0.3161 -1.3481 -2.8486

Output
HOMO level = -10.0 eV
electronic energy = -947.19111 a.u.
SMILES string = O=P(O)=S.N
energy relative to the best compared isomer or geometry (same formula, charge and spin) = 48.4 kcal per mole
largest force on an atom = 5.39 eV/Å
Kohn-Sham gap = 9.48 eV



- Look up the electronic energy of the third one.
  -241.85349 a.u.



- Which formula does entry 1 have?
  H4N2S2



- Which of these has the highest energy relative to the best compared isomer or geometry (same formula, charge and spin)?
  number 5